# 1
Density functional theory data (ωB97M-V/def2-TZVPD) for a structure of composition C49H75N7P2S4Si3Y in a non-equilibrium geometry.

The geometry in XYZ format:
```
141
Properties=species:S:1:pos:R:3
Y -1.9142 -0.1125 0.5281
C -2.3004 2.2499 -4.9065
C -1.1852 1.2219 -4.7046
C -1.1704 0.2660 -5.9029
P -1.1013 0.3646 -3.0298
C 0.7357 0.0181 -2.9376
C 1.4077 1.2921 -2.4148
C 1.4773 -0.4803 -4.1730
C -2.1024 -1.1329 -3.3141
C -3.3559 -0.9679 -3.9080
C -4.2406 -2.0234 -4.0293
C -3.8739 -3.2740 -3.5425
C -2.6507 -3.4432 -2.9249
C -1.7518 -2.3748 -2.7690
N -0.5622 -2.5181 -2.0708
C 0.3656 -3.2900 -2.6528
C 0.2027 -3.8694 -3.9553
C 1.1534 -4.6788 -4.5303
C 2.3509 -4.9674 -3.8766
C 2.5611 -4.3790 -2.6400
C 1.6320 -3.5406 -2.0248
P 1.9687 -2.7118 -0.4439
C 1.6664 -4.0802 0.7929
C 2.5359 -5.3246 0.6496
C 0.1878 -4.4655 0.7101
C 3.8257 -2.6031 -0.4218
C 4.2926 -2.2784 0.9908
C 4.2702 -1.5154 -1.3971
H -2.0099 2.9611 -5.6853
H -3.2231 1.7721 -5.2392
H -2.5189 2.8071 -4.0049
H -0.2406 1.7770 -4.7012
H -0.4536 -0.5433 -5.8001
H -2.1506 -0.1874 -6.0425
H -0.9306 0.8279 -6.8115
H 0.8103 -0.7543 -2.1697
H 1.3494 2.1154 -3.1337
H 0.9493 1.6464 -1.4900
H 2.4666 1.0992 -2.2208
H 1.4236 0.2300 -5.0012
H 2.5351 -0.6075 -3.9243
H 1.1061 -1.4490 -4.5065
H -3.6634 0.0110 -4.2525
H -5.2140 -1.8690 -4.4779
H -4.5569 -4.1115 -3.6251
H -2.3615 -4.4073 -2.5225
H -0.7020 -3.6604 -4.5112
H 0.9632 -5.0851 -5.5188
H 3.0976 -5.6130 -4.3205
H 3.5021 -4.5777 -2.1411
H 1.8516 -3.6250 1.7719
H 2.4344 -5.7499 -0.3505
H 3.5935 -5.1252 0.8336
H 2.2141 -6.0891 1.3639
H 0.0078 -5.0621 -0.1877
H -0.1100 -5.0575 1.5807
H -0.4658 -3.5951 0.6406
H 4.2799 -3.5468 -0.7314
H 3.6745 -1.4789 1.4142
H 4.2248 -3.1346 1.6646
H 5.3300 -1.9338 0.9843
H 3.8519 -0.5464 -1.1038
H 5.3608 -1.4246 -1.4102
H 3.9307 -1.7314 -2.4116
S -3.1988 -0.8120 2.8147
S -3.7184 -2.7218 2.2783
S -3.1918 -2.6466 0.2491
S -4.1549 -0.9946 -0.4511
C -3.9951 2.4289 3.7065
Si -4.2454 2.6159 1.8368
C -5.1805 4.2792 1.7713
C -5.6282 1.4095 1.4144
C -2.6787 2.5654 0.7569
Si -3.0471 3.3092 -0.9258
C -1.5026 3.7824 -1.9147
C -4.2386 2.2389 -1.9152
C -3.8912 5.0157 -1.0046
Si -1.3750 3.5404 1.6193
C -1.8674 5.2355 2.3123
C 0.2445 3.9800 0.7218
C -0.7737 2.6426 3.1960
C -0.0284 3.2961 4.1826
C 0.2508 2.6564 5.3780
C -0.2360 1.3725 5.5713
C -0.9399 0.7744 4.5372
N -1.1811 1.3786 3.3741
H -4.9523 2.7131 4.1560
H -3.2290 3.0754 4.1377
H -3.7847 1.4015 3.9952
H -5.7524 4.3574 2.7013
H -5.9013 4.2921 0.9525
H -4.5606 5.1691 1.6848
H -6.5543 1.8416 1.8081
H -5.4705 0.4356 1.8783
H -5.7650 1.2431 0.3452
H -0.8120 2.9748 -2.1420
H -0.9609 4.5592 -1.3748
H -1.8215 4.2388 -2.8540
H -3.9905 1.1762 -1.9249
H -4.3119 2.5777 -2.9509
H -5.2350 2.3426 -1.4766
H -3.4197 5.7612 -0.3604
H -4.9540 5.0032 -0.7768
H -3.7807 5.3654 -2.0366
H -2.3101 5.8554 1.5296
H -0.9897 5.7665 2.6927
H -2.5956 5.1565 3.1213
H 0.1503 4.9408 0.2138
H 0.5859 3.2540 -0.0159
H 1.0286 4.0971 1.4777
H 0.3091 4.3123 4.0149
H 0.8164 3.1572 6.1557
H -0.0847 0.8426 6.5034
H -1.3429 -0.2266 4.6328
C 1.6265 0.9572 1.5065
C 1.0965 -0.2098 2.2534
N -0.0022 -0.8722 1.9717
C -0.0965 -1.8979 2.8937
C 0.9267 -1.8087 3.7739
N 1.6665 -0.7020 3.3826
C 2.7571 -0.1125 4.1189
N 3.9717 -0.8866 4.1335
N 4.0343 -2.0479 4.8204
N 5.1817 -2.5829 4.6514
C 5.9239 -1.7660 3.8251
C 7.2239 -1.9060 3.3314
C 7.6936 -0.9083 2.5108
C 6.9009 0.2142 2.1863
C 5.6203 0.3648 2.6637
C 5.1466 -0.6624 3.4842
H 1.0176 1.1282 0.6200
H 2.6443 0.7670 1.1549
H 1.6082 1.8686 2.1055
H -0.9198 -2.5929 2.8790
H 1.1950 -2.3912 4.6374
H 2.4360 0.0529 5.1464
H 2.9900 0.8523 3.6754
H 7.8212 -2.7712 3.5845
H 8.6913 -0.9773 2.0981
H 7.3142 0.9745 1.5365
H 5.0161 1.2227 2.3981
```

Values from the calculation:
Max |F|, eV/Å: 1.016
Energy above the lowest of the compared OMol25 structures with the same formula, charge and spin, kJ/mol: 0.0
E, Eh: -5477.99842
HOMO, eV: -3.8
Orbital gap, eV: 5.47
Total charge: -1
LUMO level, eV: 1.648


# 2
Density functional theory data (ωB97M-V/def2-TZVPD) for a cluster of 14 separate species, C49H78B7F28N10O4 in total in a non-equilibrium geometry.

The geometry in XYZ format:
```
176
Properties=species:S:1:pos:R:3
C -4.9722 7.3827 4.4214
C -5.3523 5.9922 3.9561
O -6.3295 5.7653 3.3427
N -4.2775 4.9353 4.1553
H -3.3482 5.3539 4.1697
H -4.4235 4.4094 5.0204
C -4.3193 3.8874 3.0232
H -5.8719 7.9929 4.4693
H -4.2672 7.9227 3.7914
H -4.6233 7.3123 5.4553
H -3.3690 3.3628 3.0886
H -4.3789 4.3189 2.0273
H -5.1646 3.2213 3.1535
C 4.5509 -4.4588 6.2497
C 5.7561 -4.3639 5.3948
O 5.7398 -4.1098 4.2414
N 7.0585 -4.4522 6.1639
H 7.2742 -3.5703 6.6508
H 6.9008 -5.1608 6.8801
C 8.2519 -4.8416 5.3618
H 3.9980 -5.3792 6.0209
H 3.7906 -3.7131 6.0253
H 4.6738 -4.5393 7.3292
H 8.3863 -5.9238 5.3369
H 9.1661 -4.4410 5.7879
H 8.0717 -4.5843 4.3211
C 6.1195 3.3260 1.0347
C 4.8411 3.6927 0.3712
O 3.7979 3.1718 0.5325
N 4.7681 5.0830 -0.2503
H 4.1101 5.6086 0.3768
H 5.5204 5.7542 -0.0509
C 4.2647 5.0704 -1.6592
H 7.0545 3.7379 0.6487
H 6.1734 2.2398 1.0092
H 6.1495 3.7352 2.0554
H 3.6168 4.2250 -1.8710
H 5.1502 4.9760 -2.2840
H 3.7111 5.9749 -1.8925
C -1.6000 1.6598 -1.4966
N -0.7264 1.0661 -0.4487
C 0.4922 0.5500 -0.7628
C 1.4450 0.2936 0.2008
C 1.2120 0.6214 1.5623
C -0.0216 1.2049 1.7781
C -0.9781 1.4070 0.8086
C 2.1772 0.4476 2.6432
C 2.4755 -0.8497 3.0890
C 3.5582 -1.0803 3.8920
N 4.4061 -0.0689 4.1731
C 4.0585 1.1966 3.9162
C 2.9073 1.4914 3.2028
C 5.6617 -0.3548 4.9122
H -2.4952 1.0833 -1.7068
H -0.9266 1.8200 -2.3371
H -1.9203 2.6577 -1.2031
H 0.5787 0.1709 -1.7741
H 2.2539 -0.3531 -0.1130
H -0.2130 1.3843 2.8312
H -1.9222 1.8134 1.1263
H 1.7126 -1.6039 2.9345
H 3.6396 -2.0799 4.2967
H 4.8320 1.9511 4.0403
H 2.6910 2.5045 2.8907
H 5.8502 -1.4129 4.9905
H 5.5891 0.2800 5.7918
H 6.4113 0.1493 4.2963
C -3.3614 4.4851 -3.0825
N -3.4711 3.7592 -4.3868
C -2.6842 4.1060 -5.4071
C -2.7011 3.3254 -6.5444
C -3.5528 2.2378 -6.5897
C -4.5165 2.0310 -5.5913
C -4.4532 2.8345 -4.4617
C -3.4773 1.1585 -7.6447
C -3.4556 -0.1880 -7.3311
C -3.3232 -1.1663 -8.3111
N -3.3661 -0.8300 -9.6165
C -3.3653 0.4924 -9.9604
C -3.3550 1.4763 -9.0132
C -3.5950 -1.9239 -10.5939
H -3.5733 5.5470 -3.1842
H -2.3096 4.4063 -2.8102
H -3.9831 3.9876 -2.3426
H -2.0549 4.9800 -5.3268
H -2.0010 3.5564 -7.3349
H -5.1765 1.1841 -5.6872
H -5.1059 2.6632 -3.6163
H -3.5340 -0.4602 -6.2868
H -3.3678 -2.2120 -8.0498
H -3.2045 0.6335 -11.0207
H -3.3005 2.5112 -9.3218
H -4.4846 -1.6256 -11.1482
H -3.8875 -2.8040 -10.0330
H -2.7295 -2.0326 -11.2402
C -12.2120 -6.4175 0.3409
N -11.1551 -5.6027 -0.2938
C -11.0107 -4.3092 0.0671
C -9.9062 -3.5788 -0.3240
C -8.9681 -4.2048 -1.1396
C -9.1617 -5.5365 -1.5134
C -10.2049 -6.2572 -1.0207
C -7.7596 -3.4546 -1.5671
C -6.5019 -3.5575 -1.0588
C -5.4498 -2.8562 -1.5884
N -5.6145 -1.9925 -2.6189
C -6.8622 -1.8513 -3.1450
C -7.9386 -2.5646 -2.6596
C -4.5200 -1.0901 -2.9929
H -12.2584 -7.4023 -0.1116
H -13.1590 -5.9129 0.1523
H -12.0125 -6.4771 1.4083
H -11.8041 -3.9920 0.7304
H -9.6016 -2.6489 0.1368
H -8.3907 -6.0996 -2.0252
H -10.4328 -7.2708 -1.3142
H -6.2944 -4.2134 -0.2210
H -4.4474 -2.8268 -1.1806
H -6.8777 -1.1475 -3.9637
H -8.8995 -2.5259 -3.1519
H -4.8648 -0.5688 -3.8819
H -3.6046 -1.6559 -3.1385
H -4.4564 -0.3239 -2.2164
C 5.5504 -2.2870 -0.0382
C 6.7223 -2.8246 -0.8462
C 6.5146 -3.0705 -2.2936
O 7.7807 -3.4789 -2.8238
C 8.1006 -2.9559 -4.0909
N 7.9090 -1.8606 -0.6111
H 8.6571 -2.0547 -1.2874
H 7.6572 -0.9054 -0.8797
H 8.2353 -1.9059 0.3513
H 4.7362 -3.0051 -0.1027
H 5.2008 -1.2938 -0.3453
H 5.8457 -2.0760 0.9906
H 7.1561 -3.6349 -0.2558
H 6.2189 -2.0955 -2.7044
H 5.7582 -3.8068 -2.5551
H 7.8233 -1.9063 -4.2473
H 7.5810 -3.5093 -4.8797
H 9.1662 -3.0206 -4.3037
B 2.4489 -4.0901 2.2240
F 1.4840 -3.4869 1.4105
F 2.4117 -5.4800 1.9360
F 3.7177 -3.5916 1.8846
F 2.2291 -3.9229 3.5997
B 7.8201 2.9233 4.9950
F 6.7242 2.8563 5.8482
F 8.4941 1.6955 4.9523
F 7.2186 3.1576 3.6982
F 8.7588 3.8960 5.3875
B -0.5968 0.2743 -4.8073
F -0.3881 -0.3319 -6.0589
F -1.9711 0.2133 -4.4137
F 0.2322 -0.3816 -3.8908
F -0.2893 1.6381 -4.7374
B 3.1323 6.0840 2.6959
F 3.6335 4.7853 2.8536
F 1.8201 6.1930 3.1443
F 3.8987 7.0882 3.3007
F 3.1423 6.4007 1.2966
B 7.5704 -1.8650 7.7864
F 7.5354 -1.0199 6.6702
F 6.3185 -2.4790 7.9401
F 8.6406 -2.7708 7.6388
F 7.8199 -1.1144 8.9527
B -2.2583 -0.8161 4.6594
F -2.5494 0.2892 3.8493
F -0.9462 -0.6875 5.1456
F -3.2887 -0.9210 5.6353
F -2.3828 -2.0002 3.9034
B -4.9218 2.4930 0.0748
F -5.1571 1.8230 -1.1646
F -6.0380 2.5425 0.8925
F -3.9131 1.8295 0.7532
F -4.5519 3.8104 -0.2980
```

Values from the calculation:
Max |F|, eV/Å: 3.834
Energy above the lowest of the compared OMol25 structures with the same formula, charge and spin, kJ/mol: 212.0
E, Eh: -5733.15423
HOMO, eV: -13.0
Orbital gap, eV: 4.66
Total charge: +3
LUMO level, eV: -8.302


# 3
Density functional theory data (ωB97M-V/def2-TZVPD) for a structure of composition C49H82BCaN10OSSb2 in a non-equilibrium geometry.

The geometry in XYZ format:
```
147
Properties=species:S:1:pos:R:3
Ca 0.3544 0.5574 0.4490
C 2.0120 2.7824 5.2525
C 2.3168 2.2993 3.8727
C 3.4850 2.4558 3.1573
C 3.2713 1.8184 1.9271
N 2.0221 1.3291 1.8857
N 1.4589 1.6059 3.0998
B 0.0231 1.2111 3.4853
N -0.3339 -0.2816 3.1892
N -0.9624 -0.6184 2.0212
C -1.6634 -1.7251 2.2605
C -1.4430 -2.1465 3.5839
C -0.6055 -1.2044 4.1415
C -0.0998 -1.1432 5.5471
C -2.7476 -2.2369 1.3423
C -2.4789 -1.8929 -0.1194
C -2.9300 -3.7489 1.4961
C -4.0425 -1.5271 1.7865
N -1.0015 2.0811 2.7174
N -1.1073 2.0617 1.3574
C -2.2179 2.7348 1.0461
C -2.8276 3.2059 2.2200
C -2.0342 2.7609 3.2573
C -2.2346 2.9569 4.7244
C -2.7709 2.8950 -0.3492
C -4.0787 2.0887 -0.4450
C -1.8061 2.3980 -1.4189
C -3.0872 4.3759 -0.6021
C 4.3289 1.6150 0.8661
C 4.8600 2.9742 0.3876
C 5.4808 0.8149 1.4916
C 3.7587 0.8475 -0.3210
H 2.8549 3.3608 5.6233
H 1.1253 3.4170 5.2636
H 1.8369 1.9505 5.9370
H 4.3876 2.9366 3.5016
H -0.1111 1.3955 4.6553
H -1.8673 -3.0020 4.0882
H 0.2356 -2.1327 5.8586
H 0.7264 -0.4421 5.6478
H -0.8957 -0.8328 6.2271
H -2.3629 -0.8140 -0.2606
H -3.3171 -2.2487 -0.7243
H -1.5792 -2.3844 -0.4843
H -2.0058 -4.2855 1.2769
H -3.2449 -4.0091 2.5091
H -3.7016 -4.1023 0.8078
H -3.9185 -0.4417 1.7473
H -4.8777 -1.8136 1.1408
H -4.2932 -1.7996 2.8136
H -3.7331 3.7868 2.3126
H -3.0948 3.6020 4.8894
H -2.4154 2.0049 5.2270
H -1.3620 3.4184 5.1887
H -3.8936 1.0285 -0.2549
H -4.8110 2.4433 0.2832
H -4.5039 2.1968 -1.4478
H -1.5349 1.3482 -1.2817
H -2.2807 2.4718 -2.3980
H -0.8901 2.9911 -1.4365
H -3.8787 4.7290 0.0627
H -2.2021 4.9943 -0.4428
H -3.4229 4.5141 -1.6338
H 5.2108 3.5771 1.2280
H 5.6984 2.8242 -0.2991
H 4.0824 3.5266 -0.1371
H 5.9201 1.3455 2.3389
H 5.1250 -0.1565 1.8493
H 6.2646 0.6445 0.7496
H 3.3518 -0.1223 -0.0052
H 2.9703 1.4391 -0.7803
H 4.5378 0.6658 -1.0652
C 2.2249 -0.0696 -3.8217
C 1.6865 1.1056 -3.0357
O 1.0108 0.9549 -2.0338
N 1.9984 2.3217 -3.5449
C 1.3913 3.6399 -3.3623
C 1.0229 4.1891 -1.9932
C 0.2645 5.3619 -2.0111
C -0.0781 5.9653 -0.8170
C 0.3590 5.3909 0.3682
C 1.1262 4.2466 0.2909
N 1.4526 3.6444 -0.8619
H 2.7876 -0.7288 -3.1602
H 2.8572 0.2161 -4.6604
H 1.3624 -0.6264 -4.1958
H 2.5172 2.2754 -4.4021
H 0.4933 3.6919 -3.9814
H 2.0998 4.3517 -3.7869
H -0.0437 5.7927 -2.9568
H -0.6705 6.8724 -0.8107
H 0.1158 5.8269 1.3291
H 1.5111 3.7811 1.1912
C 1.8241 -3.9059 2.9955
Sb 2.2488 -2.0342 2.0059
C 3.2512 -1.2518 3.7477
C 4.1361 -2.6852 1.0623
C 4.0734 -4.0680 0.4972
C 4.4825 -5.1464 1.2877
C 4.4112 -6.4544 0.8385
C 3.9297 -6.7104 -0.4380
C 3.5404 -5.6522 -1.2418
C 3.6019 -4.3262 -0.8010
C 3.1563 -3.2406 -1.7244
Sb 1.0584 -2.5634 -1.4606
C 0.3542 -4.2478 -0.3159
C 0.4585 -3.5107 -3.3077
H 2.4539 -3.9747 3.8837
H 2.0450 -4.7387 2.3295
H 0.7756 -3.9402 3.2865
H 4.1337 -1.8621 3.9430
H 2.5793 -1.3206 4.6036
H 3.5502 -0.2098 3.6093
H 4.8877 -2.6206 1.8490
H 4.3714 -1.9408 0.3001
H 4.8731 -4.9447 2.2808
H 4.7337 -7.2668 1.4777
H 3.8650 -7.7257 -0.8107
H 3.1839 -5.8501 -2.2486
H 3.1855 -3.5931 -2.7544
H 3.7877 -2.3532 -1.6492
H -0.5664 -4.6237 -0.7633
H 0.1616 -3.9549 0.7171
H 1.1095 -5.0332 -0.3291
H 0.6561 -4.5803 -3.2209
H 1.0241 -3.1023 -4.1464
H -0.6031 -3.3414 -3.4869
C -6.3527 -1.4399 -3.6030
C -5.5559 -0.1773 -3.2942
N -4.1212 -0.4260 -3.2083
C -3.1244 -0.1782 -4.0686
S -1.5319 -0.5488 -3.6273
N -3.3705 0.4088 -5.2580
C -4.5944 0.4040 -6.0704
C -4.2233 0.2899 -7.5411
H -7.4222 -1.2197 -3.6199
H -6.1735 -2.2010 -2.8406
H -6.0685 -1.8607 -4.5696
H -5.8717 0.2193 -2.3287
H -5.7490 0.5919 -4.0354
H -3.7991 -0.8893 -2.3765
H -2.5202 0.5580 -5.7750
H -5.1612 1.3231 -5.9062
H -5.2235 -0.4384 -5.7876
H -3.6190 1.1451 -7.8531
H -5.1182 0.2625 -8.1631
H -3.6512 -0.6230 -7.7183
```

Values from the calculation:
Max |F|, eV/Å: 2.120
Energy above the lowest of the compared OMol25 structures with the same formula, charge and spin, kJ/mol: 61.2
E, Eh: -4120.36203
HOMO, eV: -9.7
Orbital gap, eV: 8.24
Total charge: +1
LUMO level, eV: -1.488